Entry 1:
Molecular formula: C31H28F11N7O9RuS3
Method: DFT, ωB97M-V/def2-TZVPD

Each line ends with the Mulliken charge.
Geometry (Å):
Ru (-1.6318, -0.3731, -1.1318)  3.39
C (0.1508, 1.1008, 5.8161)  -1.69
C (-0.8086, 0.9136, 4.6778)  1.19
C (-1.2873, 2.0145, 3.9731)  -0.86
C (-2.2115, 1.8625, 2.9530)  -0.53
C (-2.6566, 0.5955, 2.6246)  -0.42
C (-2.1853, -0.5130, 3.3025)  -0.32
C (-1.2657, -0.3515, 4.3266)  -0.73
S (-3.9501, 0.3707, 1.3826)  1.11
O (-4.2606, -1.0270, 1.3626)  -0.71
O (-5.0098, 1.2885, 1.7251)  -0.79
N (-3.2402, 0.7934, -0.0294)  -0.05
C (-3.4193, 2.0841, -0.4690)  -0.75
C (-1.9699, 2.8455, -0.2455)  0.46
O (-2.0417, 3.8857, 0.3675)  -0.81
O (-1.0247, 2.2016, -0.6891)  -0.57
H (-0.3981, 1.3970, 6.7094)  0.45
H (0.8763, 1.8805, 5.5965)  0.29
H (0.6757, 0.1761, 6.0428)  0.34
H (-0.9301, 3.0003, 4.2355)  0.49
H (-2.5866, 2.7171, 2.4150)  0.72
H (-2.5538, -1.4838, 3.0074)  0.56
H (-0.9072, -1.2161, 4.8680)  0.32
H (-4.2036, 2.6170, 0.0770)  0.50
H (-3.5445, 2.1600, -1.5533)  -0.02
F (-5.2978, -0.4980, -5.8595)  -0.25
C (-5.0275, -1.0997, -4.6949)  0.51
F (-6.1037, -1.8268, -4.3762)  -0.26
F (-4.0279, -1.9497, -4.9016)  -0.20
S (-4.6431, 0.1461, -3.3073)  0.90
O (-3.6514, -0.5447, -2.5348)  -1.15
O (-5.9135, 0.4293, -2.7328)  -0.66
N (-4.0366, 1.3933, -4.0645)  -0.65
S (-2.4853, 1.1995, -4.2972)  1.36
O (-1.6539, 1.3340, -3.1336)  -0.51
O (-2.1497, 0.1680, -5.2262)  -0.73
C (-2.1708, 2.8288, -5.2174)  0.45
F (-2.7833, 2.8771, -6.4007)  -0.22
F (-0.8623, 3.0111, -5.4473)  -0.22
F (-2.5851, 3.8746, -4.5036)  -0.22
C (5.5532, -2.1974, -0.1834)  -1.52
C (5.1653, -1.1086, 0.7673)  0.72
C (4.3235, -0.0800, 0.3621)  -0.35
C (3.9182, 0.9064, 1.2396)  0.10
C (4.3179, 0.8584, 2.5725)  0.13
N (3.8712, 1.7806, 3.5282)  -0.04
C (2.7236, 2.5314, 3.5747)  0.06
O (2.6558, 3.5201, 4.2778)  -0.69
N (1.6639, 2.1267, 2.7995)  0.28
C (1.3241, 0.8508, 2.3614)  -0.45
C (1.7118, -0.3160, 3.0146)  0.21
C (1.2850, -1.5189, 2.4877)  -2.04
C (0.4821, -1.5248, 1.3591)  -0.41
N (0.1179, -0.4154, 0.7256)  2.95
C (0.5424, 0.7397, 1.2124)  -2.14
C (5.2100, -0.1337, 2.9723)  -0.62
C (5.6258, -1.1004, 2.0768)  -0.74
H (5.6581, -1.8113, -1.1932)  0.37
H (4.7813, -2.9656, -0.2047)  0.26
H (6.4877, -2.6637, 0.1165)  0.41
H (3.9662, -0.0547, -0.6549)  0.11
H (3.2920, 1.7104, 0.8869)  0.50
H (4.5299, 2.0182, 4.2575)  0.27
H (0.9567, 2.8363, 2.6569)  0.35
H (2.3130, -0.2846, 3.9097)  0.59
H (1.5705, -2.4531, 2.9448)  0.52
H (0.1190, -2.4529, 0.9620)  0.02
H (0.2623, 1.6350, 0.6766)  0.51
H (5.5741, -0.1458, 3.9911)  0.42
H (6.3078, -1.8699, 2.4097)  0.36
F (-2.2117, -2.7923, 0.3585)  -0.15
C (-1.5702, -2.7000, -0.8731)  -0.59
F (-2.5879, -2.8138, -1.8055)  -0.30
C (-0.7942, -4.0333, -1.0128)  0.84
F (0.1774, -3.9710, -1.9458)  -0.20
F (-1.5464, -5.0939, -1.3497)  -0.27
F (-0.1658, -4.3812, 0.1291)  -0.26
N (1.3306, 0.7292, -1.8599)  0.40
C (1.2281, -0.3113, -2.7246)  -0.09
C (2.3406, -0.8321, -3.4054)  -0.96
C (2.1520, -1.8744, -4.2851)  -0.61
C (0.8676, -2.3657, -4.4946)  -1.07
C (-0.1670, -1.8362, -3.7444)  -0.79
N (0.0182, -0.8684, -2.8565)  1.17
H (2.1366, 1.3257, -1.9454)  0.36
H (0.4437, 1.1792, -1.6403)  -0.24
H (3.3194, -0.4057, -3.2374)  0.48
H (2.9950, -2.3006, -4.8117)  0.41
H (0.6824, -3.1598, -5.2001)  0.48
H (-1.1823, -2.1943, -3.8500)  0.54

Gap between HOMO and LUMO (alpha / beta), eV: 4.98 / 5.94
Net charge: -1
HOMO energy (alpha / beta), eV: -4.74 / -4.95
Spin multiplicity: 2

Entry 2:
Molecular formula: C31H28F11N7O9RuS3
Method: DFT, ωB97M-V/def2-TZVPD

Each line ends with the Mulliken charge.
Geometry (Å):
Ru (0.8341, 1.1422, 0.7577)  1.49
C (-4.2037, -3.0248, 4.5370)  -1.49
C (-2.7743, -2.6382, 4.2466)  0.95
C (-1.9554, -3.4581, 3.4674)  -0.89
C (-0.6474, -3.1009, 3.1839)  -0.50
C (-0.1671, -1.8967, 3.6707)  -0.13
C (-0.9481, -1.0686, 4.4590)  -0.11
C (-2.2537, -1.4464, 4.7400)  -0.70
S (1.5807, -1.5171, 3.5308)  0.63
O (3.2369, 0.7012, 3.8786)  -0.71
O (2.3195, -2.7785, 3.7493)  -0.75
N (1.6607, -0.9929, 1.9626)  0.09
C (2.8070, -1.5222, 1.2592)  -0.75
C (2.5810, -1.2742, -0.2241)  0.27
O (2.6631, -2.2225, -1.0027)  -0.74
O (2.3275, -0.0503, -0.5291)  -0.74
H (-4.3701, -4.0864, 4.3527)  0.38
H (-4.8945, -2.4637, 3.9003)  0.24
H (-4.4673, -2.8113, 5.5743)  0.39
H (-2.3466, -4.3971, 3.0896)  0.33
H (0.0046, -3.7521, 2.6113)  0.52
H (-0.5378, -0.1404, 4.8442)  0.51
H (-2.8740, -0.8061, 5.3592)  0.41
H (3.0004, -2.5679, 1.4828)  0.50
H (3.6969, -0.9381, 1.5373)  0.28
F (1.1913, 6.1495, 1.9996)  -0.21
C (-0.0298, 6.1758, 2.5126)  0.68
F (0.0437, 6.3851, 3.8208)  -0.23
F (-0.7166, 7.1704, 1.9530)  -0.23
S (-0.8967, 4.5574, 2.2237)  1.14
O (0.1421, 3.5649, 2.0025)  -0.50
O (-1.7406, 4.4049, 3.3698)  -0.76
N (-1.7359, 4.8803, 0.9072)  -0.87
S (-1.5290, 3.9457, -0.3462)  1.44
O (-1.4369, 2.5498, 0.0410)  -0.63
O (-2.4389, 4.2968, -1.3901)  -0.74
C (0.1148, 4.4658, -1.0899)  0.60
F (0.0479, 4.3328, -2.4120)  -0.25
F (1.1570, 3.7493, -0.6504)  -0.19
F (0.3392, 5.7447, -0.7953)  -0.26
C (0.1272, -4.9449, -3.3577)  -1.62
C (0.6592, -3.7617, -4.1302)  0.50
C (1.5330, -2.8541, -3.5432)  -0.47
C (2.0185, -1.7576, -4.2446)  -0.40
C (1.6110, -1.5336, -5.5526)  0.24
N (2.0383, -0.4215, -6.3278)  -0.05
C (2.6226, 0.7643, -5.9419)  0.25
O (3.4000, 1.3523, -6.6750)  -0.72
N (2.3142, 1.2544, -4.6937)  -0.05
C (1.1558, 1.0932, -3.9054)  -0.07
C (-0.0754, 0.6886, -4.3974)  -0.22
C (-1.1258, 0.5435, -3.5106)  -1.66
C (-0.9247, 0.8110, -2.1708)  -0.54
N (0.2553, 1.2190, -1.6956)  1.92
C (1.2628, 1.3659, -2.5521)  -0.77
C (0.7462, -2.4414, -6.1565)  -0.64
C (0.2863, -3.5439, -5.4544)  -0.60
H (0.6489, -5.0532, -2.4065)  0.34
H (0.2478, -5.8725, -3.9218)  0.42
H (-0.9389, -4.8284, -3.1440)  0.29
H (1.8593, -2.9756, -2.5159)  0.76
H (2.7095, -1.0874, -3.7471)  0.56
H (2.2054, -0.6035, -7.3030)  0.26
H (2.9772, 1.9452, -4.3835)  0.24
H (-0.2142, 0.4933, -5.4522)  0.57
H (-2.1007, 0.2290, -3.8591)  0.48
H (-1.7252, 0.7179, -1.4505)  0.39
H (2.2132, 1.6814, -2.1450)  0.17
H (0.4288, -2.2764, -7.1813)  0.40
H (-0.3871, -4.2408, -5.9444)  0.38
F (1.0562, 1.3395, 3.3957)  -0.29
C (2.5473, 1.6270, 3.5221)  0.57
F (2.7073, 1.9996, 2.0988)  -0.51
C (2.6034, 2.9514, 4.3501)  0.74
F (3.7984, 3.0302, 4.9579)  -0.30
F (2.4589, 4.0610, 3.6191)  -0.25
F (1.6636, 2.9666, 5.3059)  -0.28
N (-2.0843, 1.0800, 2.5080)  0.27
C (-2.1248, 0.0734, 1.6003)  -0.47
C (-3.2876, -0.7082, 1.4448)  -1.15
C (-3.2524, -1.8024, 0.6234)  -0.67
C (-2.0754, -2.1308, -0.0580)  -1.25
C (-0.9963, -1.3056, 0.1114)  -1.67
N (-1.0130, -0.2147, 0.9052)  3.46
H (-2.9438, 1.4703, 2.8499)  0.29
H (-1.2787, 1.6888, 2.5482)  -0.36
H (-4.1803, -0.4464, 2.0016)  0.50
H (-4.1358, -2.4217, 0.5146)  0.44
H (-2.0075, -2.9962, -0.7017)  0.63
H (-0.0675, -1.4865, -0.4187)  0.43

Gap between HOMO and LUMO (alpha / beta), eV: 8.37 / 7.35
Relative energy (zero: lowest compared OMol25 entry of this formula, charge and spin), kcal per mole: 0.0
Net charge: -1
HOMO energy (alpha / beta), eV: -6.33 / -6.54
Spin multiplicity: 6

Entry 3:
Molecular formula: C31H29BaF5N4O7PSe2
Method: DFT, ωB97M-V/def2-TZVPD

Each line ends with the Mulliken charge.
Geometry (Å):
Ba (-0.1815, 1.7017, 0.3996)  1.10
C (0.9870, 1.0182, -4.1963)  -0.73
N (-0.2527, 0.2641, -4.0144)  0.19
C (-0.5113, -1.0525, -4.6327)  -1.01
C (-0.9183, 0.6411, -2.8642)  0.82
O (-0.6461, 1.7308, -2.3822)  -0.74
C (-2.0775, -0.2188, -2.3981)  -0.97
O (-2.5598, 0.3057, -1.1768)  0.39
C (-3.6008, -0.4809, -0.6068)  -1.14
C (-4.9012, -0.0931, -1.3293)  0.55
O (-5.4193, -0.9326, -2.0990)  -0.68
N (-5.4586, 1.1871, -1.0949)  0.13
C (-4.8970, 2.2036, -0.2139)  -0.71
C (-6.5901, 1.5652, -1.8629)  -1.17
H (1.6394, 0.8800, -3.2935)  0.16
H (0.6903, 2.0688, -4.2544)  0.30
H (1.4888, 0.6566, -5.1655)  0.30
H (-1.3948, -1.1156, -5.2787)  0.34
H (-0.5521, -1.8869, -3.9696)  0.36
H (0.3163, -1.3264, -5.3404)  0.33
H (-1.7285, -1.2173, -2.1753)  0.25
H (-2.8511, -0.2696, -3.1611)  0.47
H (-3.5862, -0.2282, 0.4608)  0.63
H (-3.5921, -1.5022, -0.7252)  0.37
H (-5.5208, 2.5436, 0.6156)  0.34
H (-4.6373, 3.0306, -0.8189)  0.43
H (-4.0082, 1.8975, 0.4135)  0.00
H (-6.2994, 2.0477, -2.7983)  0.32
H (-7.0589, 2.3349, -1.2503)  0.40
H (-7.2957, 0.8065, -1.9769)  0.36
Se (0.0042, -1.6645, -0.0067)  -0.41
P (2.1740, -1.6495, -0.2919)  0.86
Se (2.7497, 0.4094, -0.5245)  -0.47
C (2.9226, -2.4261, 1.1161)  0.22
C (2.2343, -2.4591, 2.3371)  -0.03
C (2.7710, -3.0610, 3.4439)  -0.41
C (4.1259, -3.4987, 3.3618)  -0.52
C (4.8438, -3.3587, 2.1916)  -0.68
C (4.2239, -2.8873, 1.0175)  -0.53
C (2.5450, -2.7740, -1.6368)  0.20
C (3.4166, -2.5047, -2.6819)  0.01
C (3.6117, -3.4546, -3.7076)  -0.56
C (2.9170, -4.6421, -3.6681)  -0.45
C (2.1228, -4.9468, -2.5644)  -0.73
C (1.9922, -4.1113, -1.4785)  -0.75
H (1.1685, -2.1252, 2.3745)  0.00
H (2.2333, -3.0765, 4.4438)  0.44
H (4.6795, -3.9014, 4.2741)  0.27
H (5.8079, -3.6495, 1.9681)  0.48
H (4.8364, -2.7625, 0.1728)  0.43
H (3.7534, -1.3506, -2.6836)  0.11
H (4.3229, -3.2566, -4.5048)  0.38
H (2.9651, -5.3333, -4.4725)  0.44
H (1.6855, -5.9034, -2.5187)  0.47
H (1.6792, -4.4388, -0.5296)  0.50
O (-1.8281, -1.5183, 6.0136)  -0.59
C (-0.5027, -1.4663, 5.9601)  0.47
O (0.2021, -2.1352, 6.6634)  -0.62
C (0.0381, -0.4620, 4.9466)  0.34
C (1.3342, -0.1309, 4.9581)  -0.81
N (1.5937, 0.6546, 3.9491)  0.05
N (0.4929, 0.8526, 3.1909)  0.20
C (-0.4850, 0.2502, 3.8484)  -0.18
C (-1.9128, 0.2869, 3.2833)  0.49
O (-2.7664, -0.3090, 4.0092)  -0.87
O (-2.0757, 0.9231, 2.2197)  -0.45
H (-2.1765, -0.9238, 5.2292)  0.50
H (2.1221, -0.4844, 5.6247)  0.49
H (2.5089, 0.9538, 3.6748)  0.17
F (1.9207, 4.2003, 2.6397)  -0.29
C (1.3104, 4.9215, 1.6150)  0.70
C (0.9582, 4.3049, 0.4949)  -1.17
C (0.4426, 5.1956, -0.4372)  0.88
F (0.0012, 4.6502, -1.6253)  -0.23
C (0.3553, 6.5443, -0.3037)  -0.45
F (-0.2181, 7.3803, -1.1830)  -0.33
C (0.7341, 7.0647, 0.9240)  0.91
F (0.6630, 8.3521, 1.1912)  -0.34
C (1.2246, 6.2575, 1.9073)  -0.23
F (1.6944, 6.9049, 2.9646)  -0.32

Gap between HOMO and LUMO, eV: 7.56
Relative energy (zero: lowest compared OMol25 entry of this formula, charge and spin), kcal per mole: 23.4
Net charge: -1
HOMO energy, eV: -5.47

| no. | E_tot (hartree) |
| --- | --- |
| 1 | -4646.57632 |
| 2 | -4646.63217 |
| 3 | -7613.64362 |